No. 1
A molecular structure, C45H57F6N8O7PRb. Source: OMol25; level of theory: ωB97M-V/def2-TZVPD.

Calculated values
**Charge**: -1
**E_HOMO**: -5.694 eV
**Relative energy (zero: lowest compared OMol25 entry of this formula, charge and spin)**: 1.604 eV
**Spin multiplicity**: 1
**HOMO-LUMO gap**: 7.59 eV

CARTESIAN COORDINATES (ANGSTROEM)
Rb -0.4299 -1.4429 -0.1359
O 1.8998 0.5903 0.7669
C 2.8482 1.6195 1.1404
C 2.3934 2.9743 0.5582
C 1.1065 3.4890 1.1633
C 1.1209 4.7015 1.8391
C -0.0670 5.1721 2.3737
C -1.1976 4.3930 2.2518
C -1.1284 3.1543 1.6020
C -2.3748 2.3078 1.5209
C -2.4336 0.9283 2.2732
O -1.6636 -0.0140 1.6531
C -2.1078 1.0347 3.7761
C -2.1395 2.2112 4.5142
C -1.9337 2.2092 5.8915
C -1.6936 1.0211 6.5592
C -1.6588 -0.1663 5.8334
C -1.8658 -0.1559 4.4654
C -3.9363 0.5186 2.2225
C -4.3172 -0.6101 1.5118
C -5.6531 -0.9905 1.4437
C -6.6278 -0.2515 2.0946
C -6.2567 0.8757 2.8187
C -4.9247 1.2523 2.8792
N 0.0056 2.7435 1.0272
C 2.7428 1.6912 2.6614
C 3.7452 2.3434 3.3766
C 3.6350 2.5075 4.7477
C 2.5244 2.0108 5.4196
C 1.5303 1.3567 4.7104
C 1.6309 1.2025 3.3334
C 4.2550 1.1746 0.7483
C 5.2076 2.0288 0.2112
C 6.4870 1.5676 -0.0756
C 6.8214 0.2449 0.1631
C 5.8665 -0.6163 0.6887
C 4.5956 -0.1554 0.9845
H 2.3019 2.8953 -0.5245
H 3.1746 3.7051 0.7683
H 2.0435 5.2586 1.9398
H -0.1047 6.1251 2.8875
H -2.1427 4.7247 2.6622
H -2.5648 2.0615 0.4736
H -3.2081 2.9321 1.8517
H -2.3389 3.1547 4.0270
H -1.9609 3.1456 6.4367
H -1.5338 1.0147 7.6307
H -1.4737 -1.1059 6.3398
H -1.8584 -1.0833 3.9091
H -3.5591 -1.1921 1.0058
H -5.9255 -1.8671 0.8681
H -7.6679 -0.5497 2.0403
H -7.0060 1.4594 3.3410
H -4.6469 2.1223 3.4646
H 4.6232 2.7142 2.8607
H 4.4217 3.0153 5.2924
H 2.4387 2.1308 6.4927
H 0.6579 0.9640 5.2154
H 0.8364 0.7046 2.7955
H 4.9631 3.0607 -0.0034
H 7.2184 2.2469 -0.4956
H 7.8156 -0.1165 -0.0675
H 6.1103 -1.6566 0.8642
H 3.8456 -0.8373 1.3668
O 0.3074 -1.6642 2.5423
H -0.4465 -1.0383 2.3623
H 0.9470 -1.4970 1.8376
O -2.2721 0.0791 -1.0489
H -2.4512 -0.8593 -1.2239
H -2.0720 0.1152 -0.0826
O 2.5501 0.6744 -1.2981
N 1.7883 0.1898 -0.5465
C -0.0926 3.9411 -6.5261
C 0.4382 4.7091 -5.3204
C -0.6989 5.1567 -4.4073
C 1.4926 3.9078 -4.5536
N 0.9821 2.6663 -4.0014
C 0.3791 2.4194 -2.8303
N 0.0380 1.1609 -2.7855
N 0.4445 0.6321 -3.9584
N 1.0078 1.5198 -4.6958
H -0.7736 4.5679 -7.1036
H -0.6392 3.0505 -6.2128
H 0.7155 3.6153 -7.1827
H 0.9646 5.6006 -5.6792
H -1.2701 4.3005 -4.0427
H -1.3917 5.8024 -4.9481
H -0.3289 5.7112 -3.5417
H 1.8812 4.4937 -3.7191
H 2.3266 3.6393 -5.2008
H 0.2065 3.1499 -2.0567
C 2.4904 -4.9073 -1.0050
P 1.9729 -3.9172 0.4006
C 2.8740 -4.5710 1.8239
C 0.2550 -4.3333 0.7226
O 2.2300 -2.4501 0.2241
H 2.2572 -5.9603 -0.8408
H 3.5651 -4.7866 -1.1496
H 1.9728 -4.5322 -1.8911
H 2.7149 -5.6442 1.9379
H 2.5250 -4.0551 2.7194
H 3.9388 -4.3741 1.6943
H 0.1536 -5.4188 0.7804
H -0.4115 -3.9716 -0.0683
H -0.0324 -3.8683 1.6680
N 0.6067 -2.6629 -4.3978
N 1.0825 -2.6085 -3.0414
H 0.0931 -1.8106 -4.6095
H -0.0542 -3.4287 -4.4331
H 0.3382 -2.2694 -2.4384
H 1.8240 -1.9190 -3.0127
C -3.6164 -4.7175 -0.3042
C -3.0342 -3.9594 -1.5123
O -2.1239 -3.0385 -1.1713
C -4.2154 -3.2810 -2.2628
F -4.9675 -2.5688 -1.3976
F -5.0605 -4.1594 -2.8627
F -3.8071 -2.4302 -3.2101
C -2.3954 -5.0102 -2.4646
F -3.1751 -6.0921 -2.7029
F -1.2531 -5.4909 -1.9316
F -2.0725 -4.5007 -3.6695
H -3.8848 -3.9741 0.4439
H -2.8445 -5.3646 0.1129
H -4.4905 -5.3235 -0.5497

***

No. 2
A molecular structure, C43H30F8GeLiNO5SbTe. Source: OMol25; level of theory: ωB97M-V/def2-TZVPD.

Calculated values
**Charge**: -2
**E_HOMO (spin up / spin down)**: -0.068 / -3.651 eV
**⟨S²⟩**: 0.768
**Relative energy (zero: lowest compared OMol25 entry of this formula, charge and spin)**: 0.000 eV
**Spin multiplicity**: 2
**HOMO-LUMO gap (spin up / spin down)**: 4.25 / 7.83 eV

CARTESIAN COORDINATES (ANGSTROEM)
Li 0.7515 -1.1697 1.1556
O 2.8450 -3.4862 -1.2151
C 2.1835 -2.9989 -0.3124
O 2.3637 -1.8065 0.2009
C 1.0366 -3.7480 0.3406
C 0.9652 -5.1313 0.4414
C -0.1498 -5.6554 1.1503
C -1.1096 -4.8265 1.6596
C -0.9921 -3.4206 1.4484
N 0.1173 -2.9318 0.8089
C -1.9411 -2.4649 1.9004
O -2.9229 -2.6602 2.6284
O -1.6794 -1.1831 1.4148
H 1.7392 -5.7559 0.0203
H -0.2402 -6.7275 1.2922
H -1.9625 -5.2082 2.2054
C -2.4016 2.2294 5.6517
C -3.2945 2.7525 4.7271
C -3.4700 2.1216 3.5043
C -2.7661 0.9601 3.1988
C -1.8792 0.4362 4.1365
C -1.6932 1.0743 5.3550
Ge -2.9553 0.0664 1.4850
C -4.7039 -0.7916 1.2940
C -5.7752 -0.4091 2.0933
C -7.0175 -1.0190 1.9593
C -7.1983 -2.0243 1.0220
C -6.1316 -2.4212 0.2239
C -4.8963 -1.8079 0.3594
C -2.8095 1.3049 -0.0470
C -1.8117 2.2363 -0.3334
C -1.9017 3.0602 -1.4536
C -2.9815 2.9871 -2.3176
C -3.9910 2.0766 -2.0466
C -3.9005 1.2611 -0.9277
H -2.2446 2.7337 6.5980
H -3.8353 3.6651 4.9489
H -4.1371 2.5624 2.7696
H -1.3131 -0.4575 3.9033
H -0.9780 0.6765 6.0641
H -5.6365 0.3590 2.8462
H -7.8408 -0.7138 2.5950
H -8.1637 -2.5058 0.9186
H -6.2608 -3.2194 -0.4974
H -4.0642 -2.1397 -0.2525
H -0.8983 2.3933 0.2230
H -1.0965 3.7614 -1.6403
H -3.0334 3.6300 -3.1886
H -4.8512 1.9920 -2.7004
H -4.7089 0.5652 -0.7456
F 8.4922 -1.4770 -1.5715
C 7.1861 -1.1325 -1.3887
C 6.5425 -0.4315 -2.3858
C 5.2137 -0.0778 -2.1792
C 4.5449 -0.4438 -1.0173
C 5.2270 -1.1551 -0.0391
C 6.5619 -1.4975 -0.2143
Sb 2.5022 0.1684 -0.7976
C 3.0704 2.1997 -1.2942
C 2.4762 2.9306 -2.3143
C 2.9327 4.2005 -2.6616
C 4.0013 4.7178 -1.9671
F 4.4683 5.9539 -2.3029
C 4.6221 4.0284 -0.9445
C 4.1489 2.7671 -0.6176
C 1.6998 -0.4315 -2.6881
C 2.2771 -1.4136 -3.4864
C 1.6883 -1.7881 -4.6896
C 0.5177 -1.1668 -5.0674
F -0.0611 -1.5247 -6.2472
C -0.1044 -0.2119 -4.2895
C 0.4933 0.1426 -3.0876
H 7.0731 -0.1660 -3.2908
H 4.6992 0.4987 -2.9416
H 4.7038 -1.4490 0.8609
H 7.1113 -2.0483 0.5380
H 1.6407 2.5175 -2.8672
H 2.4736 4.7759 -3.4554
H 5.4525 4.4800 -0.4174
H 4.6151 2.2195 0.1924
H 3.1778 -1.9166 -3.1577
H 2.1153 -2.5608 -5.3152
H -1.0443 0.2202 -4.6075
H -0.0113 0.8405 -2.4280
F 1.6470 2.9301 1.0374
Te 0.8828 1.4833 2.0216
F 2.9630 0.6926 1.2349
F 2.0391 1.9793 3.4354
F 1.1249 -0.4542 2.8600
F -0.3105 2.9825 2.6852
O 0.7823 0.3968 0.0005

***

No. 3
C2H5ClN2O2 in the gas phase. Source: OMol25; level of theory: ωB97M-V/def2-TZVPD.

Calculated values
**Charge**: 0
**E_HOMO**: -9.795 eV
**Relative energy (zero: lowest compared OMol25 entry of this formula, charge and spin)**: 2.841 eV
**Spin multiplicity**: 1
**HOMO-LUMO gap**: 10.04 eV

CARTESIAN COORDINATES (ANGSTROEM)
C -1.4613 0.0156 -0.4727
C -0.3992 0.5778 0.4710
N 0.8504 0.4086 -0.2409
N 1.5791 -1.0079 0.1672
O 0.7726 -1.8374 0.5005
O 2.7313 -1.0290 -0.0934
Cl 1.9576 1.6612 -0.1417
H -0.9788 -0.6262 -1.1374
H -2.3115 -0.6720 -0.0731
H -1.9715 0.7947 -0.9338
H -0.5017 1.6001 0.5591
H -0.2668 0.1147 1.3952

***

No. 4
A molecular structure, C21H48CdN3O8Tl. Source: OMol25; level of theory: ωB97M-V/def2-TZVPD.

Calculated values
**Charge**: +2
**E_HOMO**: -12.296 eV
**Spin multiplicity**: 1
**HOMO-LUMO gap**: 1.43 eV

CARTESIAN COORDINATES (ANGSTROEM)
Cd -10.8634 24.2079 -2.4526
Tl -11.4286 29.3666 -6.3485
C -15.6494 26.5214 0.0362
C -15.0068 27.0947 -1.2139
O -15.1533 28.2911 -1.4761
O -14.2442 26.4383 -1.9181
H -16.6286 26.9936 0.1163
H -15.0791 26.6449 0.9569
H -15.8482 25.4512 0.0920
C -7.1319 28.7399 0.5040
C -8.3368 28.4196 -0.4099
O -8.7500 27.2682 -0.4080
O -9.0003 29.2560 -1.0276
H -7.2444 29.5327 1.2435
H -6.3674 29.0921 -0.1886
H -6.7977 27.8414 1.0227
O -9.9265 25.1966 -5.4723
H -9.9600 24.8068 -6.3675
C -18.4738 28.1635 -8.6624
C -17.2371 27.7011 -7.8648
C -16.3292 26.8062 -8.7825
O -15.0436 26.2891 -8.2762
C -15.2216 25.0247 -7.7035
N -16.4704 28.9052 -7.5660
H -19.0556 28.9404 -8.1664
H -19.1054 27.2839 -8.7870
H -18.1447 28.6481 -9.5817
H -17.6166 27.1337 -7.0149
H -16.0654 27.4770 -9.6002
H -16.8959 26.0131 -9.2702
H -14.2944 24.5686 -7.3568
H -15.7582 24.3152 -8.3334
H -15.6401 25.2277 -6.7178
H -16.9059 29.3152 -6.7521
H -16.6051 29.6846 -8.1942
C -7.0348 25.8911 -11.1066
C -7.3437 26.6474 -9.8442
C -6.4294 27.9115 -9.5413
O -6.6970 28.4185 -8.2057
C -5.4850 28.6216 -7.4695
N -8.7357 27.0542 -9.9897
H -6.0102 25.5212 -11.1456
H -7.1507 26.6177 -11.9108
H -7.7233 25.0624 -11.2717
H -7.3137 25.9529 -9.0047
H -6.7033 28.6069 -10.3347
H -5.4033 27.5976 -9.7330
H -4.9354 27.7847 -7.0385
H -5.7495 29.2736 -6.6370
H -4.7293 29.1794 -8.0224
H -9.2004 26.1876 -10.2201
H -8.8151 27.4560 -10.9129
C -8.6645 18.9869 -6.6825
C -8.1073 17.6039 -6.1689
C -6.5680 17.6987 -5.9974
C -5.9169 16.5382 -5.1239
C -6.6617 16.3825 -3.8276
C -8.1872 16.1761 -3.9336
N -8.6957 17.2896 -4.8461
O -10.0618 17.1698 -4.9291
C -8.5362 14.7628 -4.3958
C -8.8448 16.4812 -2.4759
C -8.3962 16.5178 -7.2511
H -8.6226 19.7107 -5.8686
H -8.1543 19.3488 -7.5752
H -9.7050 18.7839 -6.9363
H -5.9721 17.7916 -6.9054
H -6.2190 18.5886 -5.4736
H -6.1392 15.6298 -5.6839
H -4.8828 16.6802 -4.8101
H -6.4284 17.2752 -3.2474
H -6.2026 15.5387 -3.3126
H -9.4299 14.7795 -5.0195
H -8.6419 14.0367 -3.5898
H -7.7336 14.3841 -5.0286
H -8.1152 16.2382 -1.7034
H -9.7226 15.8832 -2.2313
H -9.0639 17.5481 -2.5203
H -7.7971 15.6084 -7.2044
H -9.4278 16.1834 -7.1407
H -8.2865 17.0150 -8.2148
H -10.2797 17.9896 -4.4796

***

No. 5
A molecular structure, C25H15BErF4IN5O4Se. Source: OMol25; level of theory: ωB97M-V/def2-TZVPD.

Calculated values
**Charge**: +1
**E_HOMO (spin up / spin down)**: -10.365 / -10.365 eV
**⟨S²⟩**: 3.753
**Spin multiplicity**: 4
**HOMO-LUMO gap (spin up / spin down)**: 6.44 / 6.44 eV

CARTESIAN COORDINATES (ANGSTROEM)
Er 0.0775 -1.2270 -1.3926
Se 4.1097 -0.8308 5.5193
N 4.6058 -1.6308 3.8855
C 3.5217 -1.7942 3.2565
C 3.4604 -2.2076 1.8343
C 4.5851 -2.7914 1.2232
C 4.4695 -3.1237 -0.1129
C 3.3056 -2.8889 -0.8170
N 2.2125 -2.2743 -0.2949
C 2.2291 -2.0453 1.0909
C 0.9704 -1.7725 1.7607
N -0.1805 -1.8682 1.0948
C -1.4002 -1.7542 1.7480
C -1.4169 -1.3368 3.0700
C -0.2002 -1.3165 3.8164
C 1.0180 -1.5001 3.1963
C 2.2406 -1.4111 3.8916
N 2.3360 -0.8158 5.0915
H 5.4150 -3.0617 1.8084
H 5.3027 -3.7238 -0.5616
H 3.2412 -3.0333 -1.9084
H -2.2460 -1.8330 1.2066
H -2.3453 -1.1524 3.6888
H -0.1499 -1.3679 4.9129
O -1.5504 0.0383 -0.3703
C -1.9223 0.5465 -1.5450
O -1.2619 0.1916 -2.5622
C -2.9574 1.5866 -1.6805
C -2.9708 2.3031 -2.9138
C -3.9448 3.2074 -3.1693
C -4.8966 3.4761 -2.1872
O -5.7682 4.5840 -2.1104
C -6.2288 4.5893 -0.7530
O -5.6798 3.4441 -0.0708
C -4.8704 2.8046 -0.9699
C -3.9010 1.8488 -0.6787
H -2.1732 2.2032 -3.6115
H -4.0253 3.7768 -4.1145
H -7.2793 4.5450 -0.7769
H -5.8161 5.4820 -0.2302
H -3.9353 1.2210 0.2153
I 2.3376 -0.3214 -3.6922
C 2.4667 0.7073 -1.6926
C 3.5690 1.4678 -1.3969
C 3.5122 2.3356 -0.2886
C 2.3873 2.2484 0.5660
C 1.3905 1.3294 0.2861
N 1.4522 0.5662 -0.8664
H 4.3356 1.5277 -2.1760
H 4.2518 3.1509 -0.1572
H 2.2031 2.9977 1.3345
H 0.4972 1.2062 0.9154
F -1.5257 -4.3278 -3.0725
B -0.8632 -3.3187 -2.5103
F -0.1755 -2.5553 -3.5255
F -0.0326 -3.6787 -1.4224
F -1.7867 -2.4218 -1.7809

***

No. 6
A molecular structure, C36H35CeN6O4PS3SbTe. Source: OMol25; level of theory: ωB97M-V/def2-TZVPD.

Calculated values
**Charge**: +1
**E_HOMO (spin up / spin down)**: -9.651 / -9.651 eV
**Spin multiplicity**: 1
**HOMO-LUMO gap (spin up / spin down)**: 4.61 / 4.48 eV

CARTESIAN COORDINATES (ANGSTROEM)
Ce 3.4110 0.0261 -1.0396
N 2.2099 -3.5475 1.3294
C 0.9206 -3.5604 0.7911
C -0.0748 -4.5633 0.7798
C -1.3264 -4.1973 0.3780
C -1.4539 -3.0235 -0.3955
C -0.4393 -2.0241 -0.5217
C 0.7644 -2.2870 0.1797
N 1.9064 -1.5499 0.3703
C 2.7341 -2.3128 1.0754
C 4.0911 -1.9066 1.5272
C 5.1714 -2.7378 1.9524
S 6.6129 -1.7999 2.2002
C 5.6917 -0.3500 1.7834
N 4.4209 -0.5575 1.3699
H 2.5502 -4.2202 2.0301
H 0.0770 -5.5856 1.1649
H -2.2032 -4.8136 0.5915
H -2.3664 -2.8018 -0.9774
H -0.6270 -1.0431 -0.9104
H 5.2063 -3.8093 2.0893
H 6.1754 0.6271 1.7879
C -6.7633 -0.2487 4.6942
C -5.6255 0.1429 5.3558
C -4.5454 0.6899 4.6127
C -4.5798 0.6961 3.2415
C -5.7555 0.3638 2.5578
C -6.8653 -0.0987 3.2830
Sb -2.8457 1.1471 2.1607
C -3.9442 1.9976 0.3350
C -3.7137 1.2591 -0.8063
C -4.4867 1.4263 -2.0026
C -5.4097 2.4714 -2.0550
C -5.6161 3.2587 -0.9261
C -4.8758 3.0579 0.2413
C -2.3133 2.9425 3.1989
C -0.9727 3.2200 3.5763
C -0.5952 4.5621 3.8835
C -1.5698 5.5963 3.9012
C -2.9004 5.2553 3.5841
C -3.2713 3.9652 3.2334
H -7.6031 -0.7194 5.1923
H -5.4828 -0.0181 6.4242
H -3.7365 1.1502 5.1175
H -5.6877 0.2709 1.5001
H -7.6793 -0.5520 2.7873
H -2.8636 0.5838 -0.8585
H -4.3099 0.6673 -2.7309
H -5.9796 2.6785 -2.9224
H -6.2041 4.1377 -0.8747
H -5.1513 3.6353 1.1272
H -0.2352 2.4085 3.6454
H 0.4824 4.7343 4.0267
H -1.3589 6.6450 4.0903
H -3.7101 6.0316 3.6589
H -4.2977 3.7733 2.9902
C 5.6370 4.7728 -3.0394
O 4.7003 4.2728 -1.9951
C 4.7402 2.9541 -1.7475
S 4.6479 1.8018 -3.0251
S 4.6975 2.4479 -0.1486
H 5.4525 5.8205 -3.2457
H 5.5073 4.1145 -3.9147
H 6.6525 4.6446 -2.6946
C 0.1688 -4.8606 -2.7687
C 1.6692 -4.8076 -2.7774
O 2.1841 -3.5716 -2.1146
P 2.9510 -2.4803 -3.0161
O 4.1062 -1.8529 -2.1621
Te 1.4134 -0.7910 -3.7330
O 3.4384 -3.3456 -4.2237
C 4.2400 -2.7047 -5.2850
C 5.7012 -2.6556 -4.8932
H -0.1156 -5.5131 -3.6732
H -0.3380 -3.8948 -2.8827
H -0.2126 -5.3415 -1.8708
H 2.0482 -4.9067 -3.7897
H 2.1189 -5.7258 -2.2804
H 3.8282 -1.6854 -5.4895
H 3.9879 -3.3582 -6.1075
H 5.7689 -2.2360 -3.8637
H 6.2520 -2.0574 -5.5981
H 6.0892 -3.7078 -4.8450
N -1.1782 4.5568 0.4210
C -0.7771 3.5490 -0.0560
N -0.5731 2.3145 -0.4852
C 0.5767 1.8305 -0.6212
N 1.6319 1.3233 -0.8724

***

Max |F| (eV/A)
1.09 0.57 3.74 4.68 5.24 4.40